10
Properties=species:S:1:pos:R:3:forces:R:3 method="wB97M-V/def2-TZVPD" energy_ev=-33638.872 relative_energy_ev=1.024 gap_ev=8.82 smiles=CS.SS lumo_energy_ev=0.079
C 1.283 -0.689 0.609 -2.23 1.26 -3.48
S 2.410 0.153 -0.553 1.48 -1.23 0.73
H 0.467 -1.095 -0.053 0.92 -0.27 0.93
H 1.937 -1.386 0.970 0.96 -2.08 1.50
H 0.750 -0.071 1.290 0.28 0.61 0.90
H 1.678 1.126 -0.907 -1.43 1.71 -0.58
S -1.640 1.228 -0.873 0.67 -1.41 -1.73
S -2.557 -0.281 0.266 -0.69 1.47 1.37
H -1.266 0.332 -1.960 -0.66 1.39 1.73
H -3.063 0.684 1.212 0.68 -1.45 -1.38

***

122
Properties=species:S:1:pos:R:3:forces:R:3 method="wB97M-V/def2-TZVPD" energy_ev=-107232.308 total_charge=-2 gap_ev=6.16 lumo_energy_ev=3.272
Cs -1.319 -0.141 2.424 -0.42 0.09 -0.31
C 1.799 1.720 2.376 0.01 0.07 -0.03
O 1.664 0.313 2.493 0.10 0.08 0.17
C 2.660 -0.358 3.129 -0.01 0.14 -0.13
C 3.858 0.245 3.503 0.02 -0.03 -0.02
C 4.850 -0.496 4.132 0.01 -0.04 -0.04
C 4.656 -1.846 4.374 0.01 0.01 -0.04
C 3.460 -2.442 4.003 -0.01 -0.07 0.01
C 2.438 -1.718 3.401 -0.11 -0.04 -0.05
N 1.158 -2.257 3.046 0.17 0.08 0.08
N 1.017 -3.424 3.494 -0.06 -0.10 -0.05
C -0.141 -4.133 3.287 0.07 -0.07 0.08
C -1.220 -3.746 2.432 0.11 0.02 -0.04
O -1.223 -2.700 1.722 -0.06 -0.95 -0.19
C -2.373 -4.640 2.402 0.02 0.01 0.00
C -2.409 -5.799 3.084 0.03 -0.05 0.05
C -1.310 -6.233 3.899 -0.08 0.02 -0.04
C -1.354 -7.454 4.592 0.01 -0.01 0.01
C -0.308 -7.864 5.382 0.01 0.03 -0.01
C 0.818 -7.032 5.495 -0.02 -0.01 -0.02
C 0.879 -5.832 4.829 -0.03 0.00 0.00
C -0.182 -5.393 4.001 0.07 0.08 0.00
H 2.576 1.987 1.652 0.02 -0.06 0.00
H 2.016 2.172 3.345 -0.03 0.01 0.01
H 0.842 2.101 2.032 -0.03 -0.04 -0.05
H 4.024 1.293 3.299 0.00 0.01 0.00
H 5.777 -0.011 4.415 0.00 0.00 0.01
H 5.431 -2.436 4.847 0.00 0.00 0.00
H 3.284 -3.494 4.185 0.01 0.01 0.00
H -3.212 -4.326 1.794 0.02 0.01 -0.01
H -3.289 -6.431 3.031 0.00 0.00 0.00
H -2.241 -8.071 4.492 0.00 0.00 0.00
H -0.351 -8.806 5.914 0.00 0.00 0.00
H 1.651 -7.336 6.119 0.00 0.00 0.00
H 1.746 -5.196 4.932 0.00 0.00 0.00
C 1.617 3.959 -5.754 -0.01 -0.01 -0.01
C 1.809 4.140 -4.238 0.00 -0.05 0.01
C 2.561 5.456 -3.974 0.00 0.01 0.03
C 2.625 2.976 -3.699 0.05 0.01 -0.02
C 3.921 2.746 -4.163 -0.01 -0.01 0.01
C 4.673 1.682 -3.704 -0.03 0.00 0.02
C 4.135 0.815 -2.758 0.07 -0.02 0.01
C 2.857 1.007 -2.260 -0.06 -0.06 -0.03
P 1.996 -0.051 -1.013 0.02 0.08 0.04
C 0.987 -1.081 -2.141 0.09 0.04 -0.01
C -0.245 -1.515 -1.676 -0.18 0.00 -0.06
C -1.047 -2.351 -2.447 -0.02 0.04 -0.10
C -0.609 -2.747 -3.700 0.09 0.02 -0.02
C 0.625 -2.315 -4.181 -0.04 -0.01 0.04
C 1.421 -1.490 -3.403 0.01 0.02 -0.02
C 3.306 -1.245 -0.539 -0.01 0.00 -0.04
C 3.055 -2.617 -0.533 -0.03 -0.01 0.01
C 3.989 -3.505 -0.017 0.03 0.01 0.02
C 5.192 -3.039 0.492 -0.01 0.01 0.02
C 5.449 -1.675 0.501 -0.03 0.02 0.03
C 4.507 -0.787 0.004 -0.02 0.00 0.07
C 2.121 2.096 -2.754 -0.07 0.03 0.00
O 0.857 2.207 -2.251 -0.05 -0.05 0.04
C 0.046 3.252 -2.616 0.10 -0.10 -0.01
C -1.209 3.284 -2.001 0.06 0.04 0.15
C -2.079 4.300 -2.369 -0.02 0.07 0.03
C -1.713 5.252 -3.310 0.02 -0.01 0.00
C -0.462 5.191 -3.893 -0.02 0.01 0.01
C 0.447 4.189 -3.561 -0.02 0.04 -0.03
P -1.687 1.999 -0.740 -0.04 0.09 -0.26
C -2.965 2.955 0.164 0.02 0.03 -0.08
C -4.338 2.929 -0.070 -0.02 -0.05 -0.01
C -5.184 3.762 0.647 0.03 0.01 0.02
C -4.667 4.649 1.581 -0.02 -0.04 -0.02
C -3.301 4.688 1.820 0.00 -0.01 0.00
C -2.462 3.826 1.130 0.00 0.05 -0.01
C -2.662 0.914 -1.857 0.05 0.11 -0.07
C -3.661 0.103 -1.328 0.00 -0.11 0.04
C -4.408 -0.726 -2.154 0.04 0.00 0.02
C -4.134 -0.786 -3.511 -0.02 0.00 -0.02
C -3.111 -0.011 -4.043 0.00 -0.02 0.03
C -2.384 0.837 -3.223 -0.04 0.01 0.00
H 2.580 3.944 -6.267 -0.01 0.00 0.01
H 1.023 4.775 -6.168 0.01 0.00 0.00
H 1.102 3.020 -5.962 0.00 0.01 0.00
H 3.541 5.446 -4.454 -0.01 0.00 0.00
H 2.703 5.605 -2.903 0.00 0.00 0.00
H 2.002 6.307 -4.367 0.00 -0.01 0.00
H 4.343 3.413 -4.905 0.00 0.00 0.00
H 5.673 1.517 -4.084 0.00 0.00 0.00
H 4.722 -0.023 -2.406 -0.02 0.00 -0.01
H -0.600 -1.183 -0.709 0.01 -0.07 0.09
H -2.012 -2.658 -2.060 0.07 -0.02 0.00
H -1.235 -3.387 -4.311 0.00 0.00 0.00
H 0.967 -2.625 -5.162 0.00 0.00 0.00
H 2.384 -1.163 -3.779 0.00 0.01 0.01
H 2.113 -2.994 -0.910 0.02 0.00 0.00
H 3.763 -4.564 0.002 0.00 0.00 -0.01
H 5.914 -3.732 0.905 0.00 0.00 0.00
H 6.370 -1.298 0.927 0.01 0.01 0.00
H 4.703 0.279 0.054 0.00 0.00 0.01
H -3.054 4.352 -1.902 0.00 0.00 -0.01
H -2.404 6.040 -3.582 0.00 0.00 0.00
H -0.180 5.939 -4.626 -0.01 -0.01 0.00
H -4.764 2.245 -0.791 0.01 0.01 0.01
H -6.252 3.697 0.483 0.00 0.00 0.01
H -5.328 5.295 2.146 0.00 0.01 -0.01
H -2.900 5.371 2.558 0.01 -0.01 0.01
H -1.399 3.831 1.347 0.00 -0.01 0.01
H -3.892 0.124 -0.270 -0.04 0.01 0.04
H -5.201 -1.316 -1.714 -0.02 -0.02 0.00
H -4.713 -1.439 -4.153 0.01 0.00 0.00
H -2.874 -0.067 -5.099 -0.01 0.00 0.00
H -1.596 1.441 -3.655 -0.01 0.00 -0.01
O -3.107 -3.116 -0.344 -0.07 0.01 0.05
H -3.860 -2.656 0.048 -0.10 0.07 0.11
H -2.389 -2.954 0.302 -0.02 0.00 0.08
N -2.276 6.492 4.776 -0.04 0.01 0.02
C -2.016 5.375 4.979 0.09 -0.02 -0.23
N -1.704 4.154 5.311 -0.14 -0.11 0.42
C -1.464 3.172 4.504 0.32 0.14 -0.14
N -1.166 2.232 3.877 -0.05 0.74 0.47
F -5.038 -1.628 1.430 0.15 -0.09 -0.18
B -5.824 -0.464 1.679 0.04 -0.13 -0.01
F -6.437 -0.072 0.471 0.01 0.03 -0.05
F -6.785 -0.766 2.641 -0.13 0.03 0.06
F -4.969 0.553 2.130 0.15 0.06 -0.03

***

18
Properties=species:S:1:pos:R:3:forces:R:3 method="wB97M-V/def2-TZVPD" energy_ev=-9807.863 relative_energy_ev=3.885 total_charge=+1 gap_ev=9.01 lumo_energy_ev=-3.723
C 1.298 -0.802 0.940 2.48 -1.63 0.85
C 0.049 -0.681 1.751 0.22 -1.77 -2.82
C 1.674 -0.536 -0.289 -1.99 0.39 -1.45
C -1.552 0.806 0.878 -1.30 -3.32 -0.85
C -0.463 0.110 -1.414 -0.32 -1.41 3.80
N -0.492 0.585 1.515 0.95 3.33 1.24
N 0.870 -0.040 -1.302 0.28 0.65 -0.90
N -0.755 0.423 -2.600 -1.83 1.37 -4.03
H 2.202 -1.297 1.337 -1.00 0.16 1.03
H -2.252 -0.052 0.700 0.78 1.13 0.07
H -0.688 -1.491 1.540 0.39 0.71 0.01
H 0.316 -0.732 2.723 0.78 -0.40 3.32
H 2.597 -0.851 -0.727 0.73 0.04 0.50
H -1.787 1.765 0.617 -0.83 2.34 -0.59
H 0.125 1.421 1.752 -0.92 -1.57 -0.50
H 1.336 0.055 -2.205 0.55 -0.13 0.30
H 0.061 0.708 -3.132 -0.46 0.02 -1.24
H -1.688 0.460 -3.081 1.48 0.09 1.25

***

21
Properties=species:S:1:pos:R:3:forces:R:3 method="wB97M-V/def2-TZVPD" energy_ev=-12914.937 relative_energy_ev=5.781 total_charge=+1 gap_ev="6.07 / 7.94" lumo_energy_ev="-6.995 / -5.588"
C -2.235 1.241 -0.080 1.48 -0.27 1.02
C -2.661 2.172 -1.035 1.22 -1.38 -1.69
C -0.959 0.793 -0.505 -1.67 -0.53 1.71
C 0.298 1.155 -2.410 -0.64 0.62 -1.08
C 1.227 0.317 -2.263 -0.08 -1.41 1.52
C 1.068 -1.216 1.412 -0.48 -0.78 1.89
C -0.242 -1.418 0.637 -3.56 -0.03 2.88
C 1.265 0.035 0.678 0.41 3.67 1.06
N -1.792 2.207 -2.073 -1.27 0.81 0.64
N -0.813 1.412 -1.717 0.55 -0.97 1.75
N -0.013 -0.150 0.008 -0.81 2.05 -3.96
H -2.665 1.093 0.902 -0.06 -0.26 -0.27
H -3.624 2.607 -1.161 -0.30 0.62 0.21
H 0.337 1.626 -3.331 0.19 1.43 -2.12
H 2.239 0.116 -2.415 1.20 -0.59 -0.11
H 1.118 -1.083 2.504 -0.71 -0.20 -0.45
H 1.782 -1.933 1.195 1.31 -1.62 -0.53
H -0.270 -2.267 -0.003 0.03 -0.57 -0.76
H -1.324 -1.407 1.205 2.70 -0.09 -1.07
H 1.124 0.922 1.368 0.68 -0.62 -0.85
H 2.153 0.133 0.054 -0.19 0.14 0.20

***

56
Properties=species:S:1:pos:R:3:forces:R:3 method="wB97M-V/def2-TZVPD" energy_ev=-156322.919 relative_energy_ev=0.000 total_charge=+1 gap_ev=8.85 lumo_energy_ev=-2.187
Au 0.197 0.910 1.583 0.40 -0.48 0.58
C -2.078 -3.257 0.488 0.02 0.05 0.03
As -1.350 -1.586 -0.250 -0.04 -0.23 -0.09
C -1.457 -2.079 -2.155 0.06 0.01 0.05
C -2.971 -0.483 -0.233 0.04 0.27 0.01
C -4.232 -1.070 -0.265 0.06 -0.07 0.05
C -5.383 -0.300 -0.312 -0.07 0.01 -0.02
C -5.292 1.081 -0.334 -0.04 -0.03 0.00
C -4.046 1.685 -0.292 0.15 0.16 -0.08
C -2.884 0.919 -0.245 -0.13 -0.29 0.11
As -1.170 1.801 -0.113 -0.29 0.43 -0.31
C -1.577 3.686 0.068 -0.06 0.05 -0.03
C -0.387 1.700 -1.884 -0.04 -0.13 -0.12
H -2.759 -3.747 -0.206 -0.01 0.05 -0.01
H -2.599 -3.056 1.423 0.01 0.02 -0.01
H -1.253 -3.937 0.694 0.03 0.04 -0.03
H -2.499 -2.120 -2.467 -0.02 -0.03 0.02
H -1.002 -3.058 -2.304 0.06 0.03 0.04
H -0.927 -1.349 -2.764 0.00 0.01 0.00
H -4.324 -2.149 -0.241 -0.01 0.02 -0.05
H -6.352 -0.781 -0.338 0.01 0.00 0.01
H -6.187 1.687 -0.381 0.01 0.01 0.02
H -3.984 2.766 -0.303 -0.04 -0.03 0.01
H -2.101 4.076 -0.803 0.00 -0.07 -0.02
H -0.629 4.212 0.173 0.01 -0.02 0.00
H -2.171 3.863 0.962 0.01 -0.05 0.02
H -1.166 1.527 -2.626 -0.04 0.04 0.04
H 0.339 0.887 -1.909 0.03 0.06 0.02
H 0.111 2.643 -2.108 0.04 -0.02 0.06
C 0.519 1.448 4.831 0.12 -0.18 -0.01
S 1.136 0.152 3.724 -0.37 0.25 -0.26
C 0.090 -1.226 4.261 0.11 0.15 -0.07
H 0.804 1.201 5.851 0.00 0.04 0.01
H -0.561 1.529 4.739 -0.01 0.02 0.00
H 0.989 2.380 4.529 0.00 0.01 0.03
H -0.960 -0.958 4.177 -0.01 -0.01 -0.01
H 0.345 -1.463 5.292 0.00 -0.05 -0.01
H 0.315 -2.073 3.618 -0.01 -0.02 0.02
C 4.657 -1.306 -0.720 -0.09 0.08 -0.03
C 3.732 -0.408 -1.546 0.13 -0.02 -0.04
C 3.388 -1.096 -2.864 -0.04 0.05 0.08
C 4.408 0.933 -1.835 -0.14 -0.07 0.04
N 2.436 -0.157 -0.874 0.03 0.04 -0.09
N 2.500 0.566 0.351 0.04 -0.14 0.18
H 5.582 -1.493 -1.266 0.03 -0.02 0.06
H 4.181 -2.269 -0.517 0.02 -0.01 -0.02
H 4.926 -0.846 0.234 0.04 0.00 -0.01
H 4.296 -1.279 -3.437 -0.02 -0.05 -0.02
H 2.720 -0.468 -3.456 0.01 -0.01 -0.01
H 2.896 -2.057 -2.690 0.00 0.00 0.00
H 5.242 0.789 -2.521 0.02 0.01 0.02
H 4.805 1.394 -0.929 0.02 0.01 -0.01
H 3.696 1.619 -2.298 0.04 0.00 -0.03
H 2.007 -1.048 -0.653 -0.16 -0.03 -0.03
H 2.817 1.503 0.138 -0.03 0.07 0.00
H 3.166 0.160 1.007 0.14 0.04 -0.07

***

51
Properties=species:S:1:pos:R:3:forces:R:3 method="wB97M-V/def2-TZVPD" energy_ev=-29188.610 relative_energy_ev=5.677 gap_ev=8.88 smiles=CC[C@@H](N)CNC.O.O.O.O.O.O.O.O.O.O lumo_energy_ev=-0.115
C 0.552 1.104 -2.672 -1.24 -0.02 2.44
C 0.043 0.866 -1.182 0.33 0.74 1.02
C 1.244 0.578 -0.107 -3.53 3.82 0.54
N 1.871 1.902 0.103 -1.85 0.78 0.50
C 0.798 -0.131 1.176 -1.81 1.59 -0.06
N 0.569 -1.508 0.855 -2.60 -2.06 -0.93
C 0.985 -2.363 1.952 -0.81 -1.30 2.34
H 1.571 1.488 -2.566 -0.35 -0.77 -0.76
H 0.339 0.172 -3.176 1.01 0.33 -0.60
H -0.085 1.887 -3.085 0.26 -0.04 -0.25
H -0.689 1.693 -0.927 1.46 -0.43 0.32
H -0.652 0.051 -1.035 -0.10 -0.69 -0.55
H 1.838 -0.072 -0.614 2.32 -1.73 -1.32
H 1.127 2.545 0.493 0.84 -0.99 -0.60
H 2.599 1.981 0.792 0.50 -0.50 0.06
H 1.574 -0.040 1.917 0.55 -0.14 -0.01
H -0.127 0.298 1.718 1.66 -0.09 -1.33
H -0.505 -1.687 0.550 3.49 0.46 1.32
H 1.536 -3.303 1.779 -0.40 0.23 -1.05
H 1.745 -1.804 2.534 -0.68 -0.24 0.00
H 0.130 -2.730 2.684 1.40 1.12 -1.25
O 4.000 0.441 2.734 3.71 -5.03 4.98
H 3.538 -0.272 3.304 0.97 2.06 -1.63
H 3.414 0.874 2.259 -4.56 2.94 -3.23
O -0.994 -1.421 -2.959 -0.02 -0.61 -1.37
H -0.354 -1.418 -2.221 0.11 0.02 -1.20
H -0.566 -1.712 -3.824 -0.34 0.33 2.30
O -1.579 3.051 1.191 0.42 -0.35 0.89
H -1.917 2.175 1.374 0.42 -0.78 0.63
H -2.110 3.212 0.438 -0.71 1.05 -1.51
O -1.884 -0.013 2.232 -1.87 -0.99 -0.95
H -2.783 0.371 2.249 0.54 -0.22 0.29
H -2.077 -0.887 1.737 0.42 1.34 1.16
O 1.268 -2.588 -2.878 1.47 0.08 0.93
H 1.990 -2.989 -3.384 -0.24 0.10 0.17
H 1.718 -2.259 -2.055 -0.56 -0.47 -0.96
O -2.504 -2.492 1.298 1.24 2.89 2.18
H -2.584 -2.753 0.435 -0.41 -1.05 -4.24
H -2.837 -3.184 1.794 -0.95 -1.98 1.84
O -0.118 2.323 4.242 -0.17 1.86 1.19
H -0.908 2.642 3.809 -0.18 0.10 -0.24
H 0.087 1.515 3.843 0.35 -1.95 -1.01
O -3.066 0.188 -2.505 -1.73 0.25 0.92
H -3.414 -0.665 -2.199 0.11 0.90 -0.29
H -2.277 -0.035 -2.966 1.16 -0.48 -0.54
O 2.766 3.566 -1.974 -1.12 -2.69 -0.39
H 2.105 3.588 -1.255 0.62 0.36 -0.20
H 2.599 2.563 -2.169 1.13 2.98 0.39
O -2.638 -2.985 -1.426 1.65 2.35 -1.27
H -1.700 -2.665 -1.758 -2.55 -1.23 0.56
H -3.154 -2.224 -1.829 0.64 -1.83 0.76